[1]
The following is a DFT calculation (ωB97M-V/def2-TZVPD) of a molecular structure, C11H17BN6O3RuS.

Output
calculated total energy	-40804.0592	eV
strongest force on any atom	6.461	eV Å⁻¹
2S+1	5
<S²>	6.10
charge	+4

Structure (XYZ):
```
40
Properties=species:S:1:pos:R:3:lowdin_spin:R:1
C -0.412 -0.152 2.937 0.0853
N -0.623 0.217 1.656 0.1786
N -1.970 0.104 1.392 0.1184
C -2.608 -0.189 2.539 0.1736
C -1.663 -0.383 3.528 0.4285
B -2.637 0.254 -0.002 0.0116
N -1.938 1.472 -0.651 0.0903
N -0.562 1.759 -0.639 0.2133
C -0.382 2.918 -1.330 0.0478
C -1.629 3.403 -1.717 0.3896
C -2.572 2.501 -1.242 0.1698
Ru 1.017 1.282 0.467 1.1298
N -2.606 -1.078 -0.857 0.0905
N -1.379 -1.642 -1.101 0.2092
C -1.543 -2.749 -1.812 0.0166
C -2.943 -2.956 -2.030 0.4095
C -3.573 -1.862 -1.410 0.2603
H -0.697 -3.336 -2.140 -0.0032
H -4.619 -1.614 -1.326 0.0066
H -3.377 -3.765 -2.560 0.0148
H -3.799 0.510 0.182 0.0005
H -3.652 2.503 -1.234 0.0029
H -3.690 -0.211 2.530 0.0027
H -1.768 4.313 -2.264 0.0123
H -1.822 -0.637 4.557 0.0139
H 0.639 3.281 -1.437 -0.0016
H 0.597 -0.257 3.339 0.0004
H 1.338 0.537 -1.502 0.0313
C 2.117 1.317 -1.272 0.0810
H 2.067 1.937 -2.184 0.0056
H 1.967 2.178 -0.386 0.0058
H 3.104 0.867 -1.172 0.0029
C 4.186 -0.990 1.224 -0.0085
S 2.493 -1.473 0.949 0.0065
O 2.278 -1.686 -0.472 -0.0269
O 2.090 -2.490 1.894 -0.0256
O 1.803 -0.094 1.424 -0.1413
H 4.698 -1.147 0.273 -0.0014
H 4.552 -1.675 1.992 -0.0009
H 4.249 0.056 1.557 -0.0004
```


[2]
The following is a DFT calculation (ωB97M-V/def2-TZVPD) of 3 unconnected molecules or ions with the total composition C11H17N2O14P.

Output
calculated total energy	-52612.8475	eV
strongest force on any atom	1.280	eV Å⁻¹

Structure (XYZ):
```
45
Properties=species:S:1:pos:R:3:lowdin_charge:R:1
N 4.202 1.506 3.095 0.1977
C 3.274 1.521 2.424 -0.3658
O 2.232 1.502 1.639 0.0562
C 2.406 2.002 0.306 -0.4521
P 3.715 3.382 0.115 0.9501
O 3.542 3.495 -1.512 -0.2553
O 5.144 2.628 0.239 -0.2604
O 1.153 2.679 0.083 0.0734
C 0.234 1.669 -0.073 -0.5126
O -0.916 1.741 0.179 0.2046
O 0.859 0.557 -0.546 0.1192
C 2.213 0.969 -0.802 -0.2160
C 3.210 -0.124 -1.130 -0.1000
O 3.083 -1.345 -0.416 -0.0499
N 3.084 -1.120 0.974 0.0008
O 2.770 -2.081 1.545 0.1020
H 4.414 3.734 -1.862 0.0713
H 5.325 1.951 -0.428 0.0571
H 2.136 1.596 -1.690 0.1553
H 3.054 -0.404 -2.169 0.1422
H 4.216 0.291 -1.065 0.1178
C -6.022 3.282 -3.615 -0.0444
O -5.720 2.728 -2.334 0.0021
C -4.764 3.379 -1.668 -0.6267
O -4.174 4.351 -2.063 0.1210
O -4.580 2.769 -0.503 0.0121
C -3.575 3.366 0.325 -0.0369
H -6.806 2.660 -4.036 0.0917
H -6.380 4.305 -3.517 0.0963
H -5.147 3.256 -4.262 0.0958
H -3.849 4.388 0.579 0.0984
H -2.610 3.345 -0.166 0.0712
H -3.529 2.767 1.229 0.0952
C -0.313 -3.282 1.359 -0.0331
O -0.594 -4.384 2.227 0.0108
C -0.185 -5.562 1.764 -0.6251
O 0.375 -5.755 0.717 0.1242
O -0.504 -6.495 2.661 0.0041
C -0.120 -7.820 2.290 -0.0418
H -0.696 -2.394 1.853 0.0977
H 0.758 -3.176 1.206 0.0653
H -0.818 -3.406 0.403 0.1010
H 0.959 -7.888 2.170 0.0967
H -0.616 -8.120 1.369 0.0966
H -0.438 -8.465 3.103 0.0922
```


[3]
The following is a DFT calculation (ωB97M-V/def2-TZVPD) of 2 unconnected molecules or ions with the total composition C11H17N4.

Output
strongest force on any atom	6.205	eV Å⁻¹
energy above the lowest of the compared OMol25 structures with the same formula, charge and spin	2.446	eV
charge	+1

Structure (XYZ):
```
32
Properties=species:S:1:pos:R:3:lowdin_charge:R:1
C 1.361 -1.126 -1.211 -0.0343
C 1.651 -1.934 1.038 -0.3126
N 0.979 -1.987 -0.113 0.0665
N 2.053 -0.795 1.699 0.1937
N 1.779 -3.039 1.950 0.1604
H 0.765 -2.861 -0.531 0.1439
H 1.530 0.073 1.744 0.0893
H 2.625 -1.061 2.522 0.1364
H 1.589 -4.039 1.644 0.1476
H 2.340 -3.179 2.722 0.0733
H 0.631 -1.472 -1.980 0.1206
H 2.427 -1.202 -1.503 0.1129
H 1.221 -0.078 -1.079 0.0594
C -0.676 2.415 -2.805 -0.0285
C -0.664 1.161 0.745 -0.2463
C -1.253 1.120 -0.541 -0.1831
C -0.555 2.169 -1.267 -0.1894
C 0.470 2.682 -0.473 -0.0378
C -1.082 0.355 1.775 -0.0574
C -2.154 -0.427 1.434 -0.0980
C -2.193 0.221 -0.907 -0.0435
C -2.665 -0.572 0.118 -0.0836
N 0.406 2.081 0.799 0.0614
H 0.329 2.575 1.602 0.1013
H -0.783 0.391 2.846 0.1321
H 1.185 3.450 -0.802 0.1304
H -2.525 -1.278 2.042 0.1142
H -2.809 0.330 -1.843 0.1423
H -0.420 1.678 -3.559 0.0692
H -0.358 3.364 -3.156 0.0578
H -3.399 -1.383 -0.050 0.1143
H -1.804 2.365 -2.862 0.0874
```


[4]
The following is a DFT calculation (ωB97M-V/def2-TZVPD) of a single C11H17N5O4 molecule.

Output
strongest force on any atom	2.723	eV Å⁻¹
energy above the lowest of the compared OMol25 structures with the same formula, charge and spin	0.763	eV

Structure (XYZ):
```
37
Properties=species:S:1:pos:R:3:lowdin_charge:R:1
N -3.392 0.686 -1.699 0.1636
C -3.808 -0.274 -0.808 -0.5280
O -4.144 -1.412 -1.063 0.0376
C -3.718 0.200 0.686 -0.0981
C -2.364 -0.080 1.377 -0.1231
C -1.084 0.297 0.583 -0.2173
N 0.069 -0.126 1.354 0.0914
C 0.956 -1.185 1.255 -0.4475
O 1.629 -1.526 2.198 0.0810
C 1.007 -1.939 -0.091 -0.3169
N -0.269 -2.601 -0.335 0.0795
C 1.492 -1.074 -1.249 -0.0783
C 2.651 -0.222 -0.839 -0.3085
C 3.944 -0.382 -1.114 -0.0345
N 4.655 0.727 -0.609 0.0902
C 3.699 1.490 -0.059 -0.1658
N 2.521 0.953 -0.189 0.0943
C -0.971 1.861 0.275 -0.4530
O -1.963 2.481 -0.026 0.0693
O 0.223 2.388 0.404 0.1253
H -2.965 1.557 -1.327 0.0815
H -3.371 0.499 -2.680 0.0977
H -3.877 1.296 0.705 0.1059
H -4.502 -0.282 1.266 0.1112
H -2.195 -1.158 1.609 0.1257
H -2.301 0.449 2.356 0.1285
H -1.076 -0.258 -0.367 0.1264
H 0.007 0.107 2.339 0.1509
H 1.835 -2.639 0.102 0.1436
H -0.447 -3.347 0.317 0.0891
H -0.295 -2.984 -1.268 0.0821
H 0.692 -0.386 -1.550 0.1205
H 1.755 -1.722 -2.077 0.1230
H 4.442 -1.232 -1.549 0.1210
H 5.637 0.793 -0.438 0.1471
H 3.844 2.501 0.288 0.1338
H 0.942 1.734 0.400 0.0508
```


[5]
The following is a DFT calculation (ωB97M-V/def2-TZVPD) of a molecular structure, C11H17NO2.

Output
strongest force on any atom	6.403	eV Å⁻¹
energy above the lowest of the compared OMol25 structures with the same formula, charge and spin	6.256	eV

Structure (XYZ):
```
31
Properties=species:S:1:pos:R:3:lowdin_charge:R:1
C -0.119 -3.464 -1.117 -0.0479
C -0.559 -1.407 -0.104 -0.2658
C -0.862 -0.361 -0.939 0.0286
C -0.210 0.883 -0.757 -0.1944
C -0.584 1.934 -1.848 -0.1415
C -1.734 2.781 -1.211 -0.1985
C 0.844 1.041 0.108 0.0433
C 1.036 -0.059 0.983 -0.2269
C 2.860 1.079 2.197 -0.0923
C 0.289 -1.164 1.034 -0.1848
C 0.696 -2.126 2.077 -0.0493
H 0.697 -4.026 -0.504 0.1123
H -0.923 -4.287 -1.308 0.1248
H 0.087 -2.916 -1.961 0.0572
H -1.589 -0.573 -1.587 0.0840
H 0.128 2.800 -2.133 0.1411
H -0.960 1.530 -2.680 0.0484
H -1.641 3.032 -0.041 0.1458
H -1.863 3.611 -1.864 0.0591
H -3.439 1.254 -0.751 0.0417
H -3.649 2.067 -2.349 0.0982
H 1.416 1.859 0.434 0.0878
H 3.416 1.184 3.112 0.0758
H 3.783 1.223 1.524 0.1218
H 2.251 1.957 2.234 0.0719
H 0.348 -1.840 3.136 0.0961
H 0.580 -3.443 1.791 0.1593
H 1.952 -2.058 2.077 0.1389
N -3.294 2.176 -1.267 -0.0816
O -0.955 -2.661 -0.285 -0.1190
O 1.999 -0.028 2.000 -0.1340
```


[6]
The following is a DFT calculation (ωB97M-V/def2-TZVPD) of a single C11H17NO3 molecule.

Output
strongest force on any atom	0.513	eV Å⁻¹
energy above the lowest of the compared OMol25 structures with the same formula, charge and spin	0.036	eV

Structure (XYZ):
```
32
Properties=species:S:1:pos:R:3:lowdin_charge:R:1
C -3.279 -1.157 1.762 -0.0649
C -3.535 -0.675 0.327 -0.4673
C -4.052 -1.826 -0.534 -0.0716
N -2.363 -0.117 -0.327 -0.0376
C -1.876 1.134 0.208 -0.1756
C -0.738 1.673 -0.674 -0.3433
O -0.462 2.987 -0.231 -0.0270
C 0.466 0.767 -0.573 -0.1991
C 0.698 -0.233 -1.506 -0.0474
C 1.781 -1.083 -1.372 0.0009
C 2.656 -0.943 -0.306 -0.2597
O 3.722 -1.776 -0.177 0.0762
C 2.427 0.069 0.635 -0.2362
O 3.326 0.169 1.673 0.0550
C 1.340 0.909 0.499 0.0347
H -2.496 -1.914 1.768 0.0793
H -2.972 -0.332 2.400 0.0638
H -4.184 -1.592 2.179 0.0729
H -4.291 0.119 0.350 0.1363
H -4.204 -1.483 -1.554 0.0726
H -4.993 -2.203 -0.143 0.0727
H -3.329 -2.639 -0.548 0.0753
H -1.614 -0.804 -0.330 0.1085
H -2.693 1.861 0.190 0.1303
H -1.499 1.070 1.242 0.1219
H -1.095 1.688 -1.715 0.1492
H 0.261 3.341 -0.759 0.1020
H 0.023 -0.349 -2.340 0.1158
H 1.969 -1.865 -2.090 0.1194
H 4.205 -1.516 0.619 0.1040
H 3.063 0.893 2.251 0.1111
H 1.161 1.690 1.227 0.1276
```


[7]
The following is a DFT calculation (ωB97M-V/def2-TZVPD) of a molecular structure, C11H17NO9PPmS.

Output
calculated total energy	-68281.2222	eV
strongest force on any atom	3.104	eV Å⁻¹
2S+1	5
<S²>	6.00

Structure (XYZ):
```
41
Properties=species:S:1:pos:R:3:lowdin_spin:R:1
Pm 0.569 -0.749 -0.690 4.0277
O 0.998 -2.026 1.120 -0.0103
C 2.013 -1.293 1.036 0.0003
O 2.713 -1.288 -0.010 0.0038
C 2.231 -0.163 2.058 0.0003
C 2.923 0.978 1.278 0.0000
C 3.374 2.109 2.200 0.0000
C 2.024 2.764 2.561 0.0000
C 1.046 1.891 1.768 0.0000
O 1.786 1.530 0.583 -0.0009
C 0.871 0.521 2.456 0.0002
C -0.425 -0.129 1.893 0.0005
O -1.148 -0.791 2.600 -0.0004
O -0.687 0.233 0.659 -0.0090
H 2.793 -0.526 2.916 0.0002
H 3.664 0.636 0.569 0.0000
H 4.017 2.796 1.652 0.0000
H 3.929 1.737 3.060 0.0000
H 1.978 3.799 2.225 0.0000
H 1.802 2.738 3.627 0.0000
H 0.113 2.375 1.499 0.0000
H 0.741 0.590 3.532 0.0000
C -4.851 -1.242 -1.863 0.0000
O -3.472 -1.073 -2.173 0.0000
P -2.416 -0.714 -0.960 0.0001
O -1.478 -2.079 -0.917 -0.0033
C -1.596 -3.176 -1.859 0.0005
O -1.333 0.076 -1.969 -0.0018
C -1.618 1.446 -2.279 0.0002
H -5.437 -0.599 -2.519 0.0000
H -5.065 -0.978 -0.824 0.0000
H -5.144 -2.278 -2.032 0.0000
H -1.909 -4.054 -1.299 0.0000
H -0.622 -3.348 -2.307 0.0001
H -2.323 -2.941 -2.629 0.0000
H -0.718 1.866 -2.722 0.0000
H -1.872 2.000 -1.372 0.0000
H -2.442 1.501 -2.989 0.0000
O 1.680 0.501 -2.221 -0.0025
S 2.020 -0.729 -3.052 0.0050
N 1.270 -1.910 -2.606 -0.0108
```